[1]
CH4O2P2 | the ωB97M-V functional and the def2-TZVPD basis

Each line ends with the Mulliken charge.
CARTESIAN COORDINATES (ANGSTROEM)
C 0.2709 0.4015 -0.9566  -0.92
O 1.6213 -0.6717 1.5012  -0.41
O -0.7747 -0.0964 1.4104  -0.14
P 0.4467 -0.5401 2.3411  0.36
P -1.3201 0.6530 0.0057  0.15
H 0.9086 1.0794 -0.4867  0.33
H 0.6717 -0.6160 -0.7425  0.29
H 0.2330 0.7810 -1.9774  0.35
H -2.0574 -0.9906 -1.0952  0.00

Properties
HOMO-LUMO gap, eV: 8.8
ΔE to the lowest compared entry with this formula, charge and spin, kJ/mol: 191.1
E_LUMO, eV: -0.6
Total charge: 0



[2]
CH4O2PS | the ωB97M-V functional and the def2-TZVPD basis

Each line ends with the Mulliken charge.
CARTESIAN COORDINATES (ANGSTROEM)
C -0.1468 -0.9538 0.1817  -0.63
O 0.6790 1.4662 -0.6055  -0.59
O -0.2343 -0.5836 -2.3992  -0.57
P 0.7565 -0.3248 -1.2980  0.01
S -1.9480 -0.7442 0.1777  -0.29
H 0.1990 -0.6049 1.1022  0.35
H -0.0549 -1.9731 0.0084  0.35
H -2.0205 -0.0816 -0.9253  0.12
H 1.5656 1.6030 -0.4535  0.25

Properties
HOMO-LUMO gap, eV: 7.0
SMILES: [O-]P(O)CS
ΔE to the lowest compared entry with this formula, charge and spin, kJ/mol: 272.4
E_LUMO, eV: 3.7
Total charge: -1



[3]
CH4O2S | the ωB97M-V functional and the def2-TZVPD basis

Each line ends with the Mulliken charge.
CARTESIAN COORDINATES (ANGSTROEM)
C -0.7227 -0.6482 -0.3580  -0.68
O 0.1085 1.8920 0.4448  -0.69
O 1.7903 -1.0867 0.1525  -0.46
S 0.9669 0.0365 -0.3471  0.69
H -1.2904 0.0763 0.1569  0.33
H -0.5497 -1.5917 0.2019  0.26
H -0.9518 -0.9494 -1.4496  0.28
H 0.6489 2.2711 1.1986  0.28

Properties
HOMO-LUMO gap (spin up / spin down), eV: 8.5 / 8.5
ΔE to the lowest compared entry with this formula, charge and spin, kJ/mol: 290.9
E_LUMO (spin up / spin down), eV: -1.3 / -1.3
Total charge: 0



[4]
CH4O2S | the ωB97M-V functional and the def2-TZVPD basis

Each line ends with the Mulliken charge.
CARTESIAN COORDINATES (ANGSTROEM)
C -0.1945 -0.7957 0.5240  -0.72
O -1.0624 1.5632 -0.4167  -0.52
O 1.3369 1.3791 0.2066  -0.52
S 0.1442 0.7982 -0.3314  0.75
H -0.3339 -1.5839 -0.2083  0.27
H 0.6580 -1.0159 1.1586  0.30
H -1.0945 -0.6598 1.1134  0.30
H 0.5462 0.3149 -2.0462  0.14

Properties
HOMO-LUMO gap, eV: 10.4
ΔE to the lowest compared entry with this formula, charge and spin, kJ/mol: 233.5
E_LUMO, eV: -0.3
Total charge: 0



[5]
CH4O3S | the ωB97M-V functional and the def2-TZVPD basis

Each line ends with the Mulliken charge.
CARTESIAN COORDINATES (ANGSTROEM)
C -0.9630 -0.0382 -0.5623  0.14
O -1.6024 -0.8571 0.2183  -0.40
O -0.6950 1.0959 -0.3265  -0.59
O 0.9821 -1.0626 -0.1322  -0.56
S 1.9918 0.0514 0.0005  0.14
H -0.7765 -0.4193 -1.5153  0.47
H -1.8105 -0.2330 1.0588  0.38
H 0.8890 0.9942 -0.0093  0.25
H 1.9845 0.4689 1.2679  0.17

Properties
HOMO-LUMO gap, eV: 10.3
ΔE to the lowest compared entry with this formula, charge and spin, kJ/mol: 266.6
E_LUMO, eV: 0.6
Total charge: 0



[6]
CH4O4Si | the ωB97M-V functional and the def2-TZVPD basis

Each line ends with the Löwdin spin population.
CARTESIAN COORDINATES (ANGSTROEM)
C 1.0911 0.0422 0.1701  0.03
O 2.1439 -0.0222 -0.5454  0.90
O 2.2230 -0.0734 0.9540  1.07
O 0.2305 -1.5112 0.0576  0.00
O 0.1781 0.9146 0.3075  0.00
Si -1.4399 0.5839 -0.1086  0.00
H 1.0309 -2.0461 0.2475  0.00
H -1.6942 2.0210 -0.3616  0.00
H -2.3917 -0.2521 0.7318  0.00
H -1.3718 0.3431 -1.4529  0.00

Properties
HOMO-LUMO gap (spin up / spin down), eV: 9.4 / 8.7
2S+1: 3
ΔE to the lowest compared entry with this formula, charge and spin, kJ/mol: 546.1
E_LUMO (spin up / spin down), eV: 0.7 / -2.7
Total charge: 0



[7]
CH4OS | the ωB97M-V functional and the def2-TZVPD basis

Each line ends with the Mulliken charge.
CARTESIAN COORDINATES (ANGSTROEM)
S -2.1747 1.0209 0.2273  -0.32
H -2.3526 0.7703 1.5914  0.17
H -2.2826 -0.2974 -0.0858  0.15
O 1.8649 0.2671 0.5820  -0.39
C 1.6251 -0.3628 -0.4712  -0.07
H 1.8379 -1.5671 -0.4469  0.20
H 1.4819 0.1690 -1.3968  0.26

Properties
HOMO-LUMO gap, eV: 10.3
SMILES: C=O.S
ΔE to the lowest compared entry with this formula, charge and spin, kJ/mol: 72.5
E_LUMO, eV: 0.5
Total charge: 0



[8]
CH4S2 | the ωB97M-V functional and the def2-TZVPD basis

Each line ends with the Mulliken charge.
CARTESIAN COORDINATES (ANGSTROEM)
C 0.1136 1.5081 0.8340  -0.33
S -0.7141 -2.0594 -1.8064  -0.27
S 1.3574 0.8004 1.5676  -0.16
H 0.3802 2.3874 0.1986  0.24
H -0.8876 1.4200 1.2412  0.25
H 0.2128 -1.3147 -1.4476  0.10
H -0.4623 -2.7418 -0.5874  0.16

Properties
HOMO-LUMO gap, eV: 8.4
SMILES: C=S.S
ΔE to the lowest compared entry with this formula, charge and spin, kJ/mol: 161.3
E_LUMO, eV: -0.6
Total charge: 0



[9]
CH4S2 | the ωB97M-V functional and the def2-TZVPD basis

Each line ends with the Löwdin spin population.
CARTESIAN COORDINATES (ANGSTROEM)
C 0.8145 0.3830 -0.2991  -0.10
S 0.4539 -1.2447 0.3241  -0.83
S -2.9580 -0.2563 0.7411  1.99
H 0.3414 0.4589 -1.2869  -0.03
H 0.3856 1.1081 0.3949  -0.02
H 1.8794 0.5221 -0.4317  0.00
H -0.9168 -0.9710 0.5576  -0.01

Properties
HOMO-LUMO gap (spin up / spin down), eV: 6.5 / 7.4
2S+1: 2
ΔE to the lowest compared entry with this formula, charge and spin, kJ/mol: 319.2
E_LUMO (spin up / spin down), eV: -8.8 / -7.1
Total charge: +1



[10]
CH4S3 | the ωB97M-V functional and the def2-TZVPD basis

Each line ends with the Mulliken charge.
CARTESIAN COORDINATES (ANGSTROEM)
C 1.3467 0.4585 0.0188  -0.74
S -2.4102 -1.3617 -0.7501  -0.28
S -0.0671 1.5782 -0.3590  0.08
S -1.4536 0.6920 0.5539  -0.06
H 2.2289 1.0337 -0.0689  0.30
H 1.3903 -0.3621 -0.7506  0.28
H 1.2599 0.1534 1.1153  0.28
H -2.2948 -2.1920 0.2406  0.13

Properties
HOMO-LUMO gap, eV: 7.5
SMILES: CSSS
ΔE to the lowest compared entry with this formula, charge and spin, kJ/mol: 109.4
E_LUMO, eV: -1.5
Total charge: 0



[11]
CH4SSi | the ωB97M-V functional and the def2-TZVPD basis

Each line ends with the Mulliken charge.
CARTESIAN COORDINATES (ANGSTROEM)
C -0.8960 -0.5809 0.0000  -0.30
Si 0.7513 0.3624 0.0000  0.49
S -2.3362 0.1605 0.0000  -0.21
H -0.9015 -1.6687 0.0005  0.32
H 0.7827 1.1904 1.2026  -0.09
H 0.7877 1.1803 -1.2094  -0.09
H 1.8120 -0.6441 0.0063  -0.11

Properties
HOMO-LUMO gap, eV: 7.9
SMILES: [SiH3]C=S
ΔE to the lowest compared entry with this formula, charge and spin, kJ/mol: 79.7
E_LUMO, eV: -0.7
Total charge: 0



[12]
CH5BO2 | the ωB97M-V functional and the def2-TZVPD basis

Each line ends with the Mulliken charge.
CARTESIAN COORDINATES (ANGSTROEM)
B -0.2923 -0.2824 0.2412  0.46
C 0.5339 0.8024 -0.3898  -0.96
O 0.2944 -1.7341 0.1234  -0.57
O -1.5006 -0.1783 0.7588  -0.46
H 1.4967 0.5357 -0.8316  0.32
H 0.8541 1.6241 0.0932  0.43
H 0.0107 1.1457 -1.3348  0.29
H -0.2895 -2.3554 0.4242  0.24
H -1.7144 -1.0870 0.9325  0.26

Properties
HOMO-LUMO gap, eV: 11.8
SMILES: CB(O)O
ΔE to the lowest compared entry with this formula, charge and spin, kJ/mol: 109.4
E_LUMO, eV: 0.4
Total charge: 0



Repeat the first record exactly.
CH4O2P2 | the ωB97M-V functional and the def2-TZVPD basis

Each line ends with the Mulliken charge.
CARTESIAN COORDINATES (ANGSTROEM)
C 0.2709 0.4015 -0.9566  -0.92
O 1.6213 -0.6717 1.5012  -0.41
O -0.7747 -0.0964 1.4104  -0.14
P 0.4467 -0.5401 2.3411  0.36
P -1.3201 0.6530 0.0057  0.15
H 0.9086 1.0794 -0.4867  0.33
H 0.6717 -0.6160 -0.7425  0.29
H 0.2330 0.7810 -1.9774  0.35
H -2.0574 -0.9906 -1.0952  0.00

Properties
HOMO-LUMO gap, eV: 8.8
ΔE to the lowest compared entry with this formula, charge and spin, kJ/mol: 191.1
E_LUMO, eV: -0.6
Total charge: 0



- Number 11 is which compound?
  CH4SSi